ORCA calculation (ωB97M-V/def2-TZVPD) on a cluster of 3 separate species, C5H13NO3 in total in a non-equilibrium geometry.

Geometry as XYZ:
```
22
Properties=species:S:1:pos:R:3:forces:R:3:mulliken_charge:R:1
O -2.332019 -0.091064 2.772098 0.78 0.68 0.07 -0.470
C -1.565756 0.556302 2.084814 0.32 -0.65 0.69 -0.091
C -1.877640 0.659194 0.608605 -2.02 0.13 -1.25 -0.601
C -0.785192 0.487316 -0.445667 -1.83 -2.96 -1.45 -0.405
C -0.168626 -0.908041 -0.449306 0.30 0.52 2.96 0.622
C -0.060849 -1.668685 -1.505967 0.89 -2.83 -0.76 -1.040
N 0.342445 -1.298832 0.868105 -2.89 -0.87 1.12 -0.586
H -0.595690 1.006549 2.569221 -1.49 -0.39 -1.00 0.334
H -2.706989 -0.062205 0.369028 0.67 0.51 0.71 0.273
H -2.365005 1.663839 0.422060 0.65 -0.77 0.34 0.389
H -1.228622 0.443822 -1.499582 0.42 1.24 1.49 0.275
H -0.167297 1.264271 -0.210274 2.49 1.91 -0.41 0.169
H 0.203607 -2.776995 -1.506257 -0.05 1.63 0.53 0.242
H -0.102067 -1.306252 -2.496744 -0.70 0.65 -0.86 0.335
H 0.650784 -2.269014 0.948165 0.51 0.21 -0.86 0.232
H -0.460619 -1.389869 1.576507 1.29 0.85 -1.29 0.275
H 1.953642 -0.279994 0.413158 -1.69 -0.20 0.89 0.419
H 2.519386 -1.143795 -0.812127 0.32 2.38 2.51 0.325
O 2.731849 -0.436824 -0.073426 2.04 -1.93 -3.46 -0.679
H 1.754483 2.738813 -1.896120 0.29 0.14 -6.69 0.253
H 2.491471 2.127946 -0.705178 -0.23 0.02 -0.58 0.337
O 1.768704 2.683519 -1.031111 -0.05 -0.28 7.30 -0.608
```
Forces are in eV/Å.

Properties
Highest occupied orbital energy, hartree: -0.3503
SMILES: C=C(N)CCC=O.O.O
Charge: 0
Relative energy (zero: lowest compared OMol25 entry of this formula, charge and spin), kJ/mol: 298.7
Frontier orbital gap, eV: 10.19
E_tot, eV: -13026.135